The following is a DFT calculation (ωB97M-V/def2-TZVPD) of C47H38BrIrN4O4PS2 as an isolated structure at a distorted geometry.

```
98
C47H38BrIrN4O4PS2 | the OMol25 dataset | ωB97M-V/def2-TZVPD
Ir 0.41 -0.39 -0.38
Br -1.95 -6.09 3.68
C -1.17 -4.52 2.97
C 0.07 -4.07 3.48
C 0.67 -2.96 2.97
C 0.11 -2.24 1.89
O 0.78 -1.21 1.45
C -1.15 -2.68 1.40
C -1.88 -2.07 0.34
N -1.50 -1.07 -0.39
C -2.28 -0.62 -1.48
C -3.62 -0.82 -1.67
C -4.25 -0.35 -2.84
C -3.55 0.30 -3.81
C -2.17 0.57 -3.63
C -1.39 1.30 -4.55
C -0.08 1.55 -4.27
C 0.47 1.07 -3.07
N -0.23 0.37 -2.20
C -1.55 0.11 -2.46
C -1.77 -3.83 1.97
H 0.55 -4.63 4.27
H 1.64 -2.64 3.33
H -2.84 -2.53 0.11
H -4.22 -1.31 -0.91
H -5.31 -0.53 -2.96
H -4.04 0.65 -4.71
H -1.84 1.66 -5.46
H 0.55 2.12 -4.94
H 1.51 1.25 -2.81
H -2.72 -4.16 1.57
C 4.26 1.06 -2.65
C 3.75 -0.32 -2.25
C 4.69 -1.40 -2.77
C 3.56 -0.53 -0.75
C 4.73 -0.10 0.14
O 4.10 0.58 1.25
C 2.80 0.67 1.01
N 2.41 0.20 -0.13
C 2.03 1.19 2.18
C 2.69 1.15 3.40
C 2.04 1.51 4.57
C 0.72 1.93 4.54
C 0.06 2.00 3.32
C 0.69 1.63 2.14
P -0.05 1.81 0.49
C 0.67 3.43 0.08
C 0.26 4.54 0.82
C 0.85 5.77 0.59
C 1.86 5.90 -0.37
C 2.26 4.80 -1.10
C 1.66 3.57 -0.88
C -1.83 2.06 0.65
C -2.56 1.21 1.48
C -3.94 1.27 1.50
C -4.61 2.17 0.68
C -3.89 3.01 -0.16
C -2.50 2.97 -0.17
H 4.19 1.18 -3.74
H 5.30 1.21 -2.39
H 3.69 1.87 -2.19
H 2.77 -0.48 -2.70
H 5.69 -1.30 -2.33
H 4.80 -1.34 -3.85
H 4.31 -2.40 -2.53
H 3.34 -1.58 -0.60
H 5.41 0.60 -0.34
H 5.29 -0.94 0.54
H 3.72 0.82 3.44
H 2.57 1.47 5.52
H 0.21 2.20 5.45
H -0.97 2.35 3.29
H -0.51 4.45 1.57
H 0.54 6.63 1.17
H 2.32 6.86 -0.54
H 3.04 4.89 -1.85
H 1.97 2.70 -1.45
H -2.04 0.48 2.10
H -4.50 0.62 2.16
H -5.69 2.22 0.69
H -4.41 3.72 -0.80
H -1.95 3.64 -0.81
O 4.15 -5.40 0.25
S 3.00 -4.88 0.92
O 3.02 -4.68 2.33
N 2.58 -3.44 0.15
C 1.51 -3.59 -0.55
S 0.87 -2.32 -1.59
C 0.85 -4.92 -0.46
C -0.33 -5.36 -1.05
C -0.78 -6.63 -0.73
C -0.08 -7.44 0.16
C 1.11 -7.01 0.74
C 1.55 -5.75 0.40
H -0.87 -4.71 -1.73
H -1.70 -7.00 -1.17
H -0.46 -8.42 0.40
H 1.67 -7.64 1.42
```

Values from the calculation:
- HOMO-LUMO gap (eV) = 6.6
- total charge = +1

Atomic partial charges in e from the Löwdin method, atoms 1 to 4: atom 1 (Ir): 1.078, atom 2 (Br): 0.756, atom 3 (C): -0.690, atom 4 (C): -0.088